Entry from the Open Molecules 2025 dataset: a molecular structure, C55H48CdIN6OPS6 at a distorted geometry (ωB97M-V with the def2-TZVPD basis set).

ORCA input file:
```
! RIJCOSX wB97M-V def2-TZVPD def2/J DEFGRID3
* xyz -2 1
I 3.91796 -1.82400 -3.58634
Cd 1.55810 -0.88094 -0.94228
S 0.92684 2.31169 -0.94576
S 1.31640 1.53784 4.73398
S 2.65897 -0.41736 2.94430
S -1.65428 -0.38632 -0.80808
S 1.70916 -2.39695 -2.91038
S -1.87038 2.33687 -1.48987
P 1.77548 -3.20837 0.72059
O 1.37514 -1.07188 5.02815
N 3.38050 -3.13997 1.30411
N -0.38908 -1.06311 -0.49583
N -1.82898 0.75918 -1.90533
N 3.86194 -1.29324 -0.02460
N 1.64627 1.08191 -0.59623
N -0.58246 2.66179 -0.56583
C 1.87687 3.77427 -3.23100
C 4.19164 -2.06468 1.00716
C 1.12452 1.52106 -3.55780
C -2.47036 0.01265 0.76996
C 1.78107 3.60138 0.02447
C -1.07980 4.51443 -3.02030
C 2.77273 -7.05385 -0.34102
C -1.58517 2.67211 -4.43919
C -1.14833 -2.56949 3.48223
C 5.36728 -1.86453 1.74329
C -3.48940 0.51917 3.28117
C -4.26387 -0.13920 2.34131
C 2.31139 5.83004 0.70245
C -0.83838 -3.44815 4.50590
C -4.41563 3.59742 1.57784
C 1.29082 2.62409 -2.72973
C 1.59163 4.96349 -0.10681
C -4.48736 1.91941 -0.59397
C 1.97365 2.77573 -5.41593
C -3.82513 -1.51634 -2.28051
C -1.79420 3.54920 -5.48922
C 0.29464 -4.24056 4.41816
C 1.74073 0.00034 4.26981
C 4.64621 -0.26464 -0.32280
C 0.49127 -5.64966 0.34115
C 2.86278 -5.71380 -0.01108
C -1.62330 4.91207 -5.31416
C 1.72460 -5.00398 0.35176
C -3.24171 2.24901 -0.05225
C -0.33617 -2.50129 2.36379
C -2.17560 0.85918 2.98675
C 3.32515 3.96648 1.82346
C -1.65580 0.57848 1.73959
C -3.23400 3.13630 1.02194
C 0.79420 -3.30106 2.26879
C -2.68403 -1.72664 -1.53422
C 1.10773 -4.17664 3.30302
C -2.75375 -4.07105 -2.05436
C -1.25268 5.39475 -4.06625
C 2.63432 3.10415 0.99473
C -3.89733 -3.85853 -2.81001
C 2.20681 3.84915 -4.57596
C -2.14100 -2.99846 -1.43550
C -3.75353 -0.40587 1.08391
C 1.44700 1.60068 -4.89746
C -5.63904 3.20246 1.06164
C -4.42549 -2.58312 -2.93089
C 5.80498 0.03177 0.36724
C -5.67051 2.35376 -0.03487
C -1.19767 3.13076 -3.18226
C 3.17888 5.33446 1.66212
C 0.63580 -0.81575 6.19192
C 1.54722 -7.69895 -0.32379
C 6.17348 -0.79896 1.41939
C 0.40498 -6.98756 0.00930
H -2.33586 -5.06803 -1.97985
H 0.88332 5.34120 -0.82771
H -4.22280 -0.51723 -2.36511
H -0.32751 -0.35403 5.95383
H -0.56170 -1.82291 1.55089
H 3.73138 6.01405 2.29820
H 2.64522 4.75610 -4.97053
H 6.39466 0.89438 0.09859
H 1.97588 -4.82274 3.23843
H -1.20577 -3.10258 -0.90065
H -0.85281 4.89317 -2.03041
H 2.06965 4.61706 -2.58525
H 1.47964 -8.75019 -0.57303
H 7.07236 -0.60148 1.98726
H 0.48932 -1.77985 6.67955
H 3.96310 3.56462 2.59545
H -6.62352 2.04832 -0.45673
H -6.56324 3.55767 1.50305
H -0.63644 0.83217 1.49055
H 5.60481 -2.52033 2.57034
H 1.18483 -0.13219 6.84783
H 0.54394 -4.91339 5.22742
H 3.81818 -5.20682 -0.03291
H 1.28597 0.74804 -5.54043
H -1.11781 6.46263 -3.91920
H -4.51567 1.29880 -1.48134
H -3.91289 0.77500 4.24284
H -4.36266 -4.68816 -3.32592
H -2.28550 3.45659 1.43159
H 2.18713 6.89909 0.59342
H -5.27609 -0.43673 2.58215
H 2.73218 2.03218 1.08669
H -5.30618 -2.42227 -3.53897
H -4.35615 -0.90472 0.33986
H -1.46508 -3.51130 5.38599
H 3.50467 -3.46795 2.25836
H -2.09459 3.17326 -6.46126
H 0.67685 0.61968 -3.15103
H -1.72217 1.61059 -4.59210
H -1.55744 1.33898 3.73076
H -0.39858 -5.09204 0.60417
H -2.02102 -1.93525 3.54933
H 2.19760 2.84672 -6.47143
H 4.32056 0.35049 -1.15291
H 3.66361 -7.60231 -0.61296
H -0.55588 -7.48324 0.01583
H -4.38837 4.27656 2.42307
H -1.78384 5.59583 -6.13922
*
```

Results
Molecular weight ... 1271.7 g mol⁻¹
Lowest unoccupied orbital energy ... 0.1410 hartree
Energy above the lowest of the compared OMol25 structures with the same formula, charge and spin ... 134.12 kJ/mol
E ... -5724.1236 hartree
HOMO level ... -1.51 eV
Orbital gap ... 5.350 eV



Entry from the Open Molecules 2025 dataset: a molecular structure, C55H49BFGaN7O2SSb at a distorted geometry (ωB97M-V with the def2-TZVPD basis set).

ORCA input file:
```
! RIJCOSX wB97M-V def2-TZVPD def2/J DEFGRID3
* xyz 0 1
Sb -7.59922 -20.36591 9.62469
Ga -5.37660 -20.06952 5.88596
S -7.57624 -19.49223 6.30124
F -13.49765 -22.94544 5.83021
O -4.93373 -21.61196 6.96641
O -3.73300 -23.24821 7.73679
N -2.43061 -17.92048 4.48338
N -2.76582 -19.46789 6.54626
N -4.49035 -20.18035 4.13904
N -3.64578 -17.40452 3.99079
N -4.05968 -18.83001 6.75918
N -3.90909 -22.53447 6.80809
N -3.07778 -20.44636 4.27831
C -10.73234 -20.50372 6.05456
C -0.63461 -19.81647 7.77251
C -7.38338 -20.98463 13.96828
C -5.48560 -15.82312 10.36730
C -11.96537 -21.13562 6.32040
C -2.08625 -19.44502 7.73450
C -10.10828 -22.15681 10.28506
C -4.92933 -17.25925 8.48305
C -8.41921 -20.52269 5.00526
C -7.39933 -19.25339 0.02446
C -2.66988 -21.38726 3.42895
C -3.76967 -21.61974 2.54124
C -9.54540 -16.58478 10.66619
C -5.57881 -21.03305 11.82653
C -7.01868 -14.88187 3.78240
C -9.04689 -18.73617 9.66436
C -5.87987 -20.40852 2.07752
C -4.94482 -17.00047 9.86770
C -4.51953 -13.82216 4.20576
C -0.09568 -17.00030 5.15210
C -10.32506 -18.81024 9.13253
C -8.64276 -17.64328 10.39899
C -8.28015 -23.29773 9.22510
C -5.18236 -21.48926 13.08929
C -8.97953 -24.49948 9.34472
C -2.20706 -15.67142 4.48551
C -2.87395 -18.78857 8.70507
C -12.22222 -22.39803 5.77328
C -1.53935 -16.90159 4.71304
C -6.04348 -14.91762 9.51891
C -6.88707 -20.63826 11.67392
C -6.84897 -13.50644 3.87395
C -9.97668 -22.46998 4.85142
C -4.67346 -15.20728 3.98825
C -1.28759 -21.87730 3.29810
C -5.92761 -15.72877 3.73156
C -11.17982 -17.70196 9.31227
C -6.04753 -21.04517 0.82307
C -10.22887 -24.56612 9.94753
C -9.70350 -21.16259 5.30442
C -7.80751 -20.62987 12.68621
C -7.50096 -18.74833 1.28963
C -6.68881 -19.23716 2.32649
C -10.79720 -23.36429 10.35496
C -5.59941 -12.96254 4.15929
C -10.78246 -16.62866 10.06867
C -4.01946 -18.32117 8.02922
C -11.23827 -23.09031 5.05874
C -5.54153 -16.34125 7.63889
C -4.83192 -20.79931 2.97800
C -8.83384 -22.09431 9.68425
C -3.52664 -16.03522 4.10987
C -6.10574 -21.48477 14.14729
C -6.72906 -20.43542 -0.19772
C -6.12534 -15.16147 8.14001
B -2.24622 -19.38729 5.04922
H -12.72078 -20.74502 7.00498
H -7.65482 -17.62207 10.84822
H 0.61220 -16.50487 4.44181
H -0.33807 -20.50696 6.96436
H -10.85954 -25.46720 9.91628
H -0.56629 -21.17122 2.81395
H -0.05888 -18.86982 7.71715
H -2.55638 -18.63331 9.74290
H -8.86633 -20.30057 12.50403
H -5.55121 -15.63493 11.43943
H -8.06857 -20.77382 14.80072
H 0.01421 -16.53471 6.13711
H -8.17075 -17.90866 1.60903
H -0.45335 -20.27698 8.71672
H -3.49722 -13.48834 4.27625
H -6.06858 -16.78632 3.57994
H -10.54859 -21.26103 10.72511
H -6.59065 -14.46690 7.47070
H -9.16449 -15.76473 11.34371
H -1.39294 -22.77634 2.64994
H -0.78238 -22.20591 4.22906
H -7.77631 -12.90805 3.82585
H -4.90292 -21.11269 10.94808
H -6.64995 -18.76833 3.31040
H -5.52181 -16.51090 6.54813
H -4.46986 -17.74333 10.50394
H -8.57820 -19.85993 4.12221
H -10.52456 -19.46869 6.31416
H -7.26122 -23.32728 8.79108
H -5.48124 -21.96831 0.66966
H -9.22512 -22.97443 4.26398
H -6.52311 -14.01809 9.92419
H -1.77629 -14.64066 4.51721
H -12.14999 -17.64279 8.82205
H -3.74360 -22.28945 1.72099
H -1.09552 -19.82652 5.02916
H -11.39417 -24.10411 4.67600
H -8.39825 -25.37852 9.03204
H -4.17201 -21.90171 13.20948
H -11.44895 -15.71956 10.15553
H -5.85099 -21.79337 15.12533
H -7.98187 -18.78586 -0.78789
H -7.77618 -21.35558 4.67303
H -5.47297 -11.89659 4.20626
H -11.84975 -23.26423 10.75432
H -10.66410 -19.70054 8.58000
H 0.25207 -18.02285 5.21365
H -8.06308 -15.36162 3.74926
H -6.64964 -20.74216 -1.26346
*
```

Results
Molecular weight ... 1093.4 g mol⁻¹
Lowest unoccupied orbital energy ... -0.0097 hartree
Energy above the lowest of the compared OMol25 structures with the same formula, charge and spin ... 0.00 kJ/mol
E ... -5346.9150 hartree
HOMO level ... -7.38 eV
Orbital gap ... 7.114 eV



The highest E belongs to which entry?
C55H49BFGaN7O2SSb



Which of these has the highest lowest unoccupied orbital energy?
C55H48CdIN6OPS6